No. 1
Formula: C3H8N4O
Source: OMol25
Level of theory: ωB97M-V with the def2-TZVPD basis set

Each line ends with the Löwdin charge.
CARTESIAN COORDINATES (ANGSTROEM)
N: -0.850 -1.977 -1.102  0.148
C: -1.198 -0.881 -0.348  -0.680
N: -2.261 -0.184 -0.891  0.150
O: -1.008 -0.863 0.895  -0.030
H: -0.459 -2.757 -0.600  0.104
H: -0.494 -1.859 -2.035  0.094
H: -2.537 0.638 -0.379  0.103
H: -2.273 -0.070 -1.892  0.097
C: 2.022 1.069 1.455  -0.079
N: 0.735 0.967 0.802  -0.054
C: 0.602 0.782 -0.524  -0.368
N: 0.708 1.005 -1.658  0.150
H: 2.343 0.132 1.919  0.081
H: 1.970 1.828 2.236  0.081
H: 2.781 1.374 0.735  0.087
H: -0.081 0.795 1.387  0.115

Cartesian forces, eV/Å:
0.8090 -0.1202 -0.3901
-2.8813 -2.1522 2.7996
0.7089 0.7362 -0.1342
-0.1921 0.0204 -2.2783
0.2981 0.3311 0.1514
-0.1021 0.1281 -0.0945
0.1270 0.0887 -0.0068
-0.0298 -0.0110 -0.0694
0.3681 0.0028 -0.0270
-0.4678 0.2120 -0.2750
1.4883 2.1777 1.1141
-0.4133 -1.0366 -0.1560
-0.0856 -0.0313 -0.1007
-0.0150 0.0210 -0.0476
-0.0774 0.0082 0.0199
0.4651 -0.3748 -0.5055

Properties
* lowest unoccupied orbital energy: 0.0308 Ha
* E_HOMO: -0.3343 hartree
* structure (SMILES): NC(N)=O.CNC#N
* 2S+1: 1
* frontier orbital gap: 9.93 eV
* strongest force on any atom: 4.56 eV/A



No. 2
Formula: C3H3OP
Source: OMol25
Level of theory: ωB97M-V with the def2-TZVPD basis set

Each line ends with the Löwdin charge.
CARTESIAN COORDINATES (ANGSTROEM)
O: -2.365 0.939 0.662  -0.442
P: -1.189 0.689 1.713  0.774
C: 0.094 0.103 0.579  -0.476
C: 1.508 -0.410 0.487  0.003
C: 0.816 -0.108 -0.618  -0.080
H: -2.033 1.286 -0.116  -0.020
H: 2.438 -0.734 0.933  0.098
H: 0.758 -0.273 -1.780  0.143

Cartesian forces, eV/Å:
-2.6186 -0.4681 1.1637
3.8508 -1.7484 -0.9533
-0.5268 0.6080 3.1768
-2.0601 1.3706 -1.3107
0.8281 -1.6769 -2.0583
0.6923 1.2275 -2.6439
-0.3218 0.0078 -0.0036
0.1562 0.6795 2.6292

Properties
* lowest unoccupied orbital energy: 0.0283 Ha
* E_HOMO: -0.2619 hartree
* structure (SMILES): OP=c1cc1
* 2S+1: 1
* frontier orbital gap: 7.90 eV
* strongest force on any atom: 4.34 eV/A



No. 3
Formula: C4H13GaNO
Source: OMol25
Level of theory: ωB97M-V with the def2-TZVPD basis set

Each line ends with the Löwdin charge.
CARTESIAN COORDINATES (ANGSTROEM)
C: 2.469 0.648 -0.024  -0.134
C: 1.948 -0.755 -0.377  -0.498
O: 2.392 -1.688 0.636  -0.100
C: 0.390 -0.903 -0.523  -0.264
Ga: -0.783 0.795 -0.406  0.307
C: -2.402 0.470 0.865  -0.430
N: -3.613 -0.058 0.175  -0.132
H: 2.350 1.316 -0.881  0.065
H: 3.561 0.561 0.150  0.068
H: 2.047 1.057 0.895  0.050
H: 2.436 -1.064 -1.311  0.116
H: 2.419 -1.226 1.466  0.057
H: 0.056 -1.573 0.284  0.033
H: 0.226 -1.412 -1.486  0.024
H: -1.357 1.102 -1.900  -0.115
H: -0.042 2.119 0.112  -0.106
H: -2.708 1.427 1.329  0.011
H: -2.108 -0.202 1.691  0.019
H: -3.750 0.431 -0.695  0.007
H: -3.529 -1.045 0.001  0.022

Cartesian forces, eV/Å:
1.0693 -0.7490 -0.2194
-1.0782 0.1680 0.5337
0.5842 -0.4324 -0.6060
0.8069 0.4552 -0.2023
-0.4687 -0.1175 0.0612
0.3840 0.3853 -0.4320
-0.4102 0.0366 0.9257
-0.3271 0.1474 0.3562
-0.2754 -0.0039 -0.1187
-0.3508 0.0644 -0.3000
-0.0193 -0.0308 0.2289
-0.0899 0.3417 0.4731
0.1257 0.0673 -0.2848
-0.2641 0.0542 0.3414
-0.1303 -0.0099 0.0036
0.1959 0.1151 0.0995
0.2197 -0.3171 -0.0052
-0.3059 0.1106 -0.2282
0.1995 -0.1678 -0.2975
0.1348 -0.1174 -0.3294

Properties
* lowest unoccupied orbital energy: 0.1383 Ha
* E_HOMO: -0.1227 hartree
* charge: -1
* 2S+1: 1
* frontier orbital gap: 7.10 eV
* strongest force on any atom: 1.32 eV/A



No. 4
Formula: C7H13ClSi
Source: OMol25
Level of theory: ωB97M-V with the def2-TZVPD basis set

Each line ends with the Löwdin charge.
CARTESIAN COORDINATES (ANGSTROEM)
C: -3.376 -1.644 0.559  -0.124
C: -2.652 -1.756 -0.491  -0.005
C: 0.251 1.234 1.431  -0.342
C: 1.675 0.841 1.423  -0.288
C: -0.287 1.297 0.056  -0.324
C: 1.726 -0.520 0.673  -0.670
C: 1.008 -0.041 -2.455  -0.252
Si: 0.324 -0.256 -0.762  0.805
Cl: 3.392 -0.850 -0.134  0.453
H: -4.371 -2.004 0.761  0.051
H: -3.023 -1.173 1.413  0.013
H: -2.692 -2.215 -1.436  -0.004
H: -0.357 0.393 1.784  0.099
H: 0.057 1.987 2.203  0.124
H: 2.167 1.637 0.594  0.159
H: 2.372 1.020 2.239  0.103
H: -1.333 1.440 0.108  0.063
H: 0.104 2.103 -0.458  0.052
H: 1.393 -1.330 1.261  0.032
H: 0.566 0.606 -3.172  0.014
H: 2.077 0.225 -2.705  0.052
H: 0.978 -0.995 -2.890  -0.011

Cartesian forces, eV/Å:
-0.8856 -0.2810 0.3982
1.5080 0.3035 -0.5983
-1.0418 -1.1191 2.5596
2.8422 1.4579 -4.1501
-0.5027 -0.1078 -0.0479
0.3028 1.4347 -2.0078
2.1298 0.5831 -0.7418
0.4674 -0.0220 1.3231
-1.2985 0.0178 0.9587
-0.5301 -0.4626 -0.6278
0.9476 1.1165 1.5571
-0.2009 -0.3737 -0.8746
0.2100 -0.3362 0.9438
-0.1587 0.5871 -0.7278
-0.9636 -1.8672 1.9031
-0.5735 -0.5976 0.5597
-1.2796 -0.0259 -0.2556
0.9139 1.9606 -1.3564
0.3797 -1.1129 0.8694
-1.3901 0.6691 -0.2395
-0.5801 -0.1640 1.3954
-0.2962 -1.6603 -0.8405

Properties
* lowest unoccupied orbital energy (spin up / spin down): -0.0176 / -0.0022 Ha
* E_HOMO (spin up / spin down): -0.3225 / -0.2793 hartree
* 2S+1: 1
* frontier orbital gap (spin up / spin down): 8.30 / 7.54 eV
* strongest force on any atom: 5.24 eV/A



No. 5
Formula: C16H17BN6O3SSe3TaTe
Source: OMol25
Level of theory: ωB97M-V with the def2-TZVPD basis set

Each line ends with the Löwdin charge.
CARTESIAN COORDINATES (ANGSTROEM)
Ta: -0.283 -0.920 0.107  1.333
C: 3.206 -0.818 2.901  -0.011
C: 2.612 -0.766 1.650  -0.130
N: 1.288 -0.954 1.759  -0.102
N: 1.028 -1.132 3.073  -0.018
C: 2.158 -1.050 3.776  -0.028
B: -0.375 -1.537 3.513  -0.498
N: -1.335 -0.405 3.120  -0.011
C: -2.197 0.286 3.865  -0.023
C: -2.904 1.155 3.044  -0.011
C: -2.388 0.933 1.780  -0.101
N: -1.434 -0.014 1.829  -0.086
N: -0.803 -2.764 2.681  -0.011
C: -1.373 -3.887 3.127  -0.032
C: -1.971 -4.541 2.068  -0.013
C: -1.706 -3.739 0.971  -0.216
N: -0.984 -2.668 1.336  -0.134
H: 4.248 -0.699 3.138  0.111
H: 3.067 -0.600 0.690  0.101
H: 2.142 -1.165 4.846  0.136
H: -0.425 -1.763 4.683  0.130
H: -2.254 0.118 4.928  0.137
H: -3.673 1.850 3.326  0.110
H: -2.643 1.411 0.852  0.114
H: -1.348 -4.119 4.179  0.136
H: -2.527 -5.460 2.086  0.113
H: -2.040 -3.870 -0.039  0.004
Se: 1.367 -2.473 -1.161  0.101
Se: 0.309 -4.500 -1.522  -0.044
Te: -1.460 -3.533 -3.036  0.454
Se: -2.040 -1.536 -1.578  0.022
C: 1.067 3.837 -6.175  -0.032
C: 0.936 3.301 -4.780  -0.239
C: 1.191 4.110 -3.677  -0.010
C: 1.089 3.610 -2.388  -0.024
C: 0.718 2.284 -2.224  -0.295
C: 0.455 1.444 -3.306  -0.031
C: 0.566 1.967 -4.576  -0.009
S: 0.602 1.641 -0.629  0.612
O: 1.339 0.316 -0.590  -0.534
O: 0.970 2.573 0.379  -0.208
O: -0.805 1.059 -0.475  -0.507
H: 1.185 4.918 -6.178  0.082
H: 0.192 3.580 -6.773  0.090
H: 1.938 3.399 -6.667  0.095
H: 1.475 5.144 -3.826  0.124
H: 1.288 4.231 -1.526  0.123
H: 0.169 0.410 -3.150  0.101
H: 0.364 1.335 -5.431  0.127

Cartesian forces, eV/Å:
0.0306 0.0616 0.9432
-0.0134 0.0522 -0.0752
0.0793 -0.0128 0.1035
-0.0991 -0.0043 -0.3570
0.0108 -0.1337 0.0215
-0.0124 -0.0471 -0.0384
0.0631 -0.0635 -0.0048
-0.2054 0.0414 0.0620
-0.0575 0.0214 -0.1134
0.0953 -0.0987 0.0646
-0.0747 0.1099 0.0465
0.1559 -0.1588 -0.4060
0.1429 -0.0176 0.0380
-0.1006 0.1430 0.0452
0.0592 -0.0839 -0.0268
-0.1219 -0.0329 0.0828
-0.0581 0.2827 -0.3319
-0.0009 0.0082 -0.0007
0.0070 -0.0014 -0.0010
-0.0014 -0.0158 0.0017
-0.0049 -0.0099 -0.0129
0.0104 -0.0035 0.0051
-0.0026 0.0075 0.0046
0.0038 -0.0167 -0.0098
0.0036 -0.0115 -0.0009
0.0224 -0.0125 0.0062
0.0645 0.0066 -0.0299
0.1833 0.2110 0.0634
-0.1884 0.0295 -0.0901
0.0738 0.0020 0.2021
0.1159 0.1364 -0.0791
0.0012 -0.0017 0.0062
0.0012 0.0101 -0.0126
-0.0123 -0.0192 0.0180
-0.0206 0.0087 -0.0311
0.1544 0.0347 -0.0128
0.0033 0.0767 0.0035
-0.0174 -0.0355 -0.0102
-0.4295 -0.1222 0.1109
-0.0551 -0.1384 0.0354
-0.0242 -0.0962 -0.3834
0.1904 -0.0988 0.1745
0.0001 -0.0002 -0.0035
-0.0014 0.0012 0.0009
-0.0004 0.0010 0.0011
0.0020 -0.0005 0.0032
0.0125 -0.0065 0.0056
0.0113 -0.0039 -0.0152
0.0037 0.0020 -0.0034

Properties
* lowest unoccupied orbital energy: -0.1799 Ha
* E_HOMO: -0.3899 hartree
* charge: +1
* 2S+1: 1
* frontier orbital gap: 5.72 eV
* strongest force on any atom: 0.95 eV/A



No. 6
Formula: CH3N2O4P
Source: OMol25
Level of theory: ωB97M-V with the def2-TZVPD basis set

Each line ends with the Löwdin charge.
CARTESIAN COORDINATES (ANGSTROEM)
C: -0.112 -0.160 0.065  -0.046
N: 0.994 -1.012 0.317  0.129
N: 2.096 -0.712 -0.049  -0.449
O: 5.064 0.294 -0.697  -0.224
O: 3.436 0.837 1.405  -0.228
O: 2.401 0.297 -0.796  0.000
O: 3.101 -1.449 0.189  0.023
P: 3.872 0.289 0.130  0.491
H: 0.035 0.910 -0.075  0.096
H: -0.433 -0.695 -0.815  0.097
H: -0.898 -0.301 0.858  0.111

Cartesian forces, eV/Å:
-1.4165 -0.2813 0.3031
-0.2535 -0.3322 1.9810
-4.6298 -2.6997 -0.4413
-0.2430 0.1622 0.2573
0.6344 0.3453 0.2179
1.1008 1.9793 -0.7072
2.6558 0.5310 0.3329
1.8119 -0.0140 -0.1616
0.5121 -0.1813 -0.2542
-1.1795 0.6065 -0.8010
1.0072 -0.1158 -0.7269

Properties
* lowest unoccupied orbital energy: -0.0165 Ha
* E_HOMO: -0.4284 hartree
* 2S+1: 1
* frontier orbital gap: 11.21 eV
* strongest force on any atom: 5.38 eV/A



> Which of these has the lowest strongest force on any atom?

C16H17BN6O3SSe3TaTe



Repeat the second record exactly.
Formula: C3H3OP
Source: OMol25
Level of theory: ωB97M-V with the def2-TZVPD basis set

Each line ends with the Löwdin charge.
CARTESIAN COORDINATES (ANGSTROEM)
O: -2.365 0.939 0.662  -0.442
P: -1.189 0.689 1.713  0.774
C: 0.094 0.103 0.579  -0.476
C: 1.508 -0.410 0.487  0.003
C: 0.816 -0.108 -0.618  -0.080
H: -2.033 1.286 -0.116  -0.020
H: 2.438 -0.734 0.933  0.098
H: 0.758 -0.273 -1.780  0.143

Cartesian forces, eV/Å:
-2.6186 -0.4681 1.1637
3.8508 -1.7484 -0.9533
-0.5268 0.6080 3.1768
-2.0601 1.3706 -1.3107
0.8281 -1.6769 -2.0583
0.6923 1.2275 -2.6439
-0.3218 0.0078 -0.0036
0.1562 0.6795 2.6292

Properties
* lowest unoccupied orbital energy: 0.0283 Ha
* E_HOMO: -0.2619 hartree
* structure (SMILES): OP=c1cc1
* 2S+1: 1
* frontier orbital gap: 7.90 eV
* strongest force on any atom: 4.34 eV/A